Molecular formula: C29H39F16NO5Si
Method: DFT, wB97M-V/def2-TZVPD

Structure (XYZ):
```
91
Properties=species:S:1:pos:R:3:forces:R:3
Si -0.58554 -0.92609 -2.10587 0.0 -0.3 -0.2
F -4.11936 0.74805 2.96946 0.0 0.0 0.0
F -3.16583 -1.06316 4.80364 0.0 0.1 -0.1
F 0.79624 -2.76903 7.46658 0.1 0.0 0.0
F -2.88359 2.88903 4.36880 -0.1 0.0 0.0
F 2.96107 -0.15522 8.28777 0.1 0.1 0.0
F 2.73909 -4.64507 7.13696 0.0 0.1 0.0
F -4.81325 3.20996 5.35310 -0.1 0.0 0.1
F -1.45870 0.70581 3.29175 0.0 -0.1 0.0
F 3.58067 -2.00810 7.34158 -0.1 -0.1 0.0
F 2.44156 -6.49462 8.26507 0.0 0.0 0.0
F -0.84236 -1.38586 3.51187 0.0 0.0 0.0
F 1.43117 -4.44451 9.65722 0.1 0.0 0.0
F -4.98911 2.74083 2.71986 0.0 0.0 0.0
F 1.34250 -1.01810 6.26752 0.0 0.0 0.0
F 3.23467 -5.32554 10.53313 0.1 0.0 0.0
F -1.49915 -1.28128 6.17352 0.0 -0.1 0.0
O -0.87369 1.29564 -10.09037 0.1 -0.2 -0.2
O -2.36828 0.71078 5.94069 0.2 0.2 -0.5
O 2.66984 -2.01387 9.40384 -0.4 -0.3 -0.2
O -3.02685 1.44451 -9.46226 -1.3 0.2 -0.3
O -1.35656 1.83604 -8.01847 0.2 -0.5 0.7
N 0.18214 -0.70201 -9.49134 0.0 0.4 -0.1
C -4.00113 2.26526 4.79248 0.4 0.0 0.0
C 1.25675 -1.50871 7.52853 -0.2 0.0 -0.1
C 2.15762 2.90843 -5.25901 0.3 -0.6 0.0
C -3.66029 1.28634 5.92550 -0.2 -0.1 0.6
C 3.11075 -5.31970 8.24269 0.1 -0.2 0.0
C 3.31111 2.18783 -3.04201 0.1 -0.7 0.1
C -0.68088 -2.63621 -1.32705 0.1 0.4 -0.1
C -4.79286 1.73001 3.59799 -0.1 0.0 -0.1
C -0.89695 -1.15488 -3.95761 0.1 0.4 0.6
C -1.02623 -0.21946 4.16955 0.1 0.0 -0.1
C -2.06684 -0.44551 5.27194 -0.3 0.0 0.3
C -4.02313 1.91648 -0.71616 0.3 0.1 -0.2
C -2.95538 2.41308 -1.47329 -0.1 -0.7 0.2
C 1.81810 1.79730 -6.24664 -0.4 0.0 -0.5
C -1.96688 0.19347 -1.50326 -0.1 -0.1 0.3
C -1.88969 1.51105 -9.18668 1.0 0.3 -0.4
C 3.42268 -3.16801 9.72361 0.5 0.2 0.3
C -3.04814 -0.28404 -0.73690 0.5 0.7 -0.4
C 3.46108 2.70485 -4.47309 -0.2 0.6 0.3
C 2.76874 -4.54223 9.51612 -0.3 0.2 0.0
C 0.91461 2.29925 -7.39487 0.3 -0.8 0.7
C 2.65509 -1.46567 8.15257 0.2 0.0 0.2
C -4.07057 0.57728 -0.34561 0.4 -0.1 -0.3
C -1.93566 1.54856 -1.86141 -0.4 -0.2 0.3
C 1.12017 -0.14035 -1.81773 -0.2 -0.2 -0.4
C 3.28604 0.65571 -2.92318 -0.2 0.1 -0.7
C -0.02313 1.22990 -7.92405 -0.8 1.0 -0.4
C 0.21214 0.75850 -9.37348 0.5 -0.8 0.6
C 1.87607 0.07580 -3.13401 0.4 0.4 0.8
H 1.28844 0.98108 -5.76672 0.0 -0.1 0.3
H 0.28886 -3.12227 -1.40146 0.2 -0.1 0.0
H -4.43864 0.53319 6.05088 0.0 0.0 -0.2
H -0.94689 -2.60971 -0.27591 -0.1 0.0 0.2
H -5.76819 1.35265 3.91858 0.0 0.0 0.0
H 2.19812 3.84447 -5.80841 0.1 0.2 -0.1
H 1.54595 2.67467 -8.19268 -0.1 0.4 -0.2
H -4.81372 2.58311 -0.41010 -0.1 0.1 0.0
H 1.08143 -1.03914 -9.80500 0.1 -0.1 0.0
H 2.71929 1.35144 -6.66129 0.2 0.0 0.0
H -0.47744 -0.91892 -10.22855 -0.1 -0.2 0.0
H 4.42148 -3.13083 9.28794 -0.1 -0.1 -0.2
H -3.67668 1.90029 6.82427 0.0 0.0 0.0
H 4.18383 -5.52592 8.19771 0.0 0.0 0.0
H 4.16368 2.08142 -5.01967 0.1 -0.2 -0.2
H -0.08324 0.10757 4.60672 0.0 0.0 0.0
H 0.27778 3.07584 -6.98773 0.0 0.4 -0.1
H -1.91146 -1.52387 -4.07388 -0.1 -0.2 -0.1
H -0.85370 -0.18232 -4.44240 0.0 0.1 -0.2
H 3.93512 3.68000 -4.38570 0.1 0.2 -0.1
H 0.56622 -0.89835 8.11308 0.0 0.0 0.0
H 1.01911 0.80823 -1.29472 0.0 0.2 0.2
H 4.14176 2.55955 -2.45071 0.1 0.2 0.1
H 1.95189 -0.85263 -3.68839 -0.2 -0.2 -0.2
H 1.31880 0.81209 -3.70188 -0.2 -0.1 -0.5
H 1.17800 1.12669 -9.70976 -0.1 0.4 -0.4
H 3.71601 0.31414 -1.98661 0.0 0.0 0.2
H -0.15881 0.38798 -7.25812 0.3 -0.2 0.1
H -1.39002 -3.23964 -1.88505 -0.2 -0.2 0.1
H -0.17703 -1.82127 -4.41791 0.0 -0.2 -0.2
H 1.34457 2.98632 -4.54121 -0.3 0.2 0.0
H 3.92152 0.26581 -3.71751 0.3 -0.1 0.0
H 2.39111 2.57087 -2.60278 -0.1 0.3 0.2
H 3.55331 -3.09444 10.80173 0.0 0.0 0.0
H -1.10548 1.92070 -2.44669 0.1 0.1 -0.1
H -4.89336 0.18591 0.22909 -0.2 0.1 0.1
H -3.05780 -1.32647 -0.45952 -0.2 -0.1 0.1
H -2.91569 3.44973 -1.76298 -0.1 0.2 0.0
H 1.73204 -0.79051 -1.19560 0.0 -0.1 0.3
```
Positions in Å, forces in eV/Å.

Output
DFT total energy ... -3446.78543 hartree
Total charge ... 0